Molecular formula: C27H36AlBBeCaClF12N2O15PS
Method: DFT, ωB97M-V/def2-TZVPD

Structure (XYZ):
```
99
Properties=species:S:1:pos:R:3
C 1.1645 -1.3993 -1.5898
B 0.8041 -0.0291 -1.9509
P 2.0460 1.0282 -2.8820
O 1.4238 2.3359 -3.1955
O 2.5566 0.2267 -4.0883
O 3.3191 1.1432 -1.9791
S -0.8369 0.6985 -1.4020
O -1.3089 0.0275 -0.2285
O -0.4256 2.0985 -1.0804
C -2.2177 0.7909 -2.6380
F -1.6336 1.0162 -3.8265
F -2.9349 1.8768 -2.3387
C -3.0583 -0.5166 -2.7757
F -2.2642 -1.5434 -2.3670
F -3.3325 -0.7654 -4.0494
C -4.3195 -0.6042 -1.8828
F -4.9008 -1.7506 -2.2170
F -5.1740 0.3595 -2.0855
F -3.9652 -0.7273 -0.6179
H 0.7287 -1.6811 -0.6447
H 2.2235 -1.5237 -1.5704
H 0.6998 -2.0359 -2.3450
H 1.7680 -0.1234 -4.5371
H 3.1113 1.2337 -1.0335
Be 1.0807 2.2566 -0.5509
C -8.0007 -1.3099 -2.4049
C -7.7715 -1.1752 -1.0320
C -8.8434 -1.2596 -0.1582
C -10.1119 -1.4874 -0.6496
C -10.3555 -1.6271 -1.9996
C -9.2906 -1.5348 -2.8747
N -11.2410 -1.5986 0.2937
O -11.0091 -1.4510 1.4790
O -12.3451 -1.8318 -0.1713
H -7.1727 -1.2448 -3.0952
H -6.7728 -1.0069 -0.6686
H -8.6730 -1.1541 0.9031
H -11.3545 -1.8019 -2.3680
H -9.4654 -1.6368 -3.9374
Cl -1.1453 -3.3854 -1.2728
F 2.0142 -2.8336 -4.0618
Al 3.3766 -3.3116 -4.9695
F 3.4795 -4.9781 -4.9260
F 4.7317 -2.6368 -4.2481
F 3.2027 -2.7468 -6.5273
F 2.4267 8.1901 2.2716
C 1.6898 7.1195 2.0094
C 0.7605 6.7104 2.9468
C -0.0181 5.5951 2.6816
C 0.1739 4.9151 1.4729
C 1.1103 5.3388 0.5453
C 1.8743 6.4524 0.8100
H 0.6518 7.2634 3.8691
H -0.7648 5.2682 3.4134
H -0.4189 4.0495 1.2296
H 1.2407 4.7964 -0.3820
H 2.6082 6.8098 0.1010
Ca -1.0415 2.8870 2.5337
C 1.1172 -5.6681 -1.9734
C 2.4801 -5.0914 -1.3114
C 3.0795 -6.2183 -0.4415
O 2.1256 -4.0670 -0.5901
H 0.4150 -5.9551 -1.1930
H 0.6756 -4.9050 -2.6122
H 1.3809 -6.5399 -2.5757
H 3.1714 -4.9069 -2.1559
H 2.3937 -6.5348 0.3432
H 4.0046 -5.8751 0.0194
H 3.3085 -7.0870 -1.0598
O 3.8743 1.5051 0.9805
C 4.1878 0.3280 0.8958
O 3.2528 -0.6112 0.6172
C 3.8227 -1.9520 0.6785
C 5.3189 -1.7272 0.4729
C 5.5297 -0.3352 1.1118
H 3.6018 -2.3824 1.6569
H 3.3268 -2.5810 -0.0868
H 5.9291 -2.5126 0.9105
H 5.5468 -1.6776 -0.5919
H 5.7209 -0.4001 2.1835
H 6.3164 0.2316 0.6231
O 4.0522 0.8691 3.4858
C 4.2867 1.9178 4.0285
O 4.7817 1.9082 5.2814
C 5.2714 3.0770 5.9433
C 4.1611 3.8479 6.6269
C 3.9531 3.2444 3.3706
H 5.8444 3.6996 5.2554
H 5.9732 2.7094 6.6883
H 3.4296 4.2195 5.9075
H 4.5671 4.6978 7.1746
H 3.6306 3.2015 7.3254
H 2.9032 3.4753 3.5624
H 4.1045 3.1424 2.2973
H 4.5715 4.0772 3.6974
N -5.0564 -1.7360 1.6267
O -4.2497 -1.2494 2.4625
O -6.1676 -1.1847 1.4599
O -4.7356 -2.7295 0.9680
```

Computed properties:
Kohn-Sham gap: 0.092 Eh

Quick look at the Mulliken charges, all values in e:
1. C -1.23
2. B -0.03
3. P 0.47
4. O -0.73
5. O -0.29
6. O -0.39
7. S 1.01
8. O -0.59
9. O -0.49
10. C 0.34
11. F -0.28
12. F -0.24
13. C 0.55
14. F -0.06
15. F -0.30
16. C 0.68
17. F -0.22
18. F -0.22
19. F -0.22
20. H 0.67
21. H -0.03
22. H 0.78
23. H 0.38
24. H 0.04
25. Be 0.80
26. C -0.20
27. C 0.22
28. C -0.47
29. C 0.01
30. C -0.47
31. C -0.61
32. N 1.03
33. O -0.60
34. O -0.63
35. H 0.30
36. H 0.04
37. H 0.52
38. H 0.46
39. H 0.37
40. Cl -0.22
41. F -0.28
42. Al 0.50
43. F -0.38
44. F -0.41
45. F -0.39
46. F -0.29
47. C 0.27
48. C -0.86
49. C -0.23
50. C 0.58
51. C -0.98
52. C -0.74
53. H 0.48
54. H 0.01
55. H 0.63
56. H 0.56
57. H 0.47
58. Ca 1.42
59. C -1.24
60. C 1.08
61. C -1.51
62. O -0.47
63. H 0.43
64. H 0.23
65. H 0.45
66. H -0.03
67. H 0.38
68. H 0.36
69. H 0.42
70. O -0.68
71. C 0.66
72. O -0.09
73. C 0.91
74. C -0.81
75. C -0.63
76. H 0.29
77. H -0.76
78. H 0.45
79. H 0.32
80. H 0.30
81. H 0.41
82. O -0.53
83. C 0.69
84. O -0.39
85. C -0.42
86. C -0.91
87. C -0.65
88. H 0.37
89. H 0.32
90. H 0.19
91. H 0.36
92. H 0.31
93. H 0.10
94. H 0.23
95. H 0.31
96. N 1.00
97. O -0.73
98. O -0.63
99. O -0.62

Molecular formula: C7H10
Method: DFT, ωB97M-V/def2-TZVPD

Structure (XYZ):
```
17
Properties=species:S:1:pos:R:3
C 1.5293 -1.2605 -0.2105
C 0.3886 -0.3732 0.1223
C -1.0421 -0.9362 0.1162
C -1.2950 0.4050 -0.5579
C -0.6285 1.5076 0.2236
C 0.2975 0.7480 1.1676
C 0.1010 1.0419 -0.9754
H 1.8027 -1.9364 0.6046
H 1.2706 -1.8694 -1.0887
H 2.3474 -0.5936 -0.4695
H -1.5655 -1.0999 1.0973
H -1.2221 -1.8342 -0.4905
H -1.9485 0.4383 -1.4005
H -1.1473 2.4373 0.4003
H -0.1246 0.4814 2.1410
H 1.2759 1.2222 1.2655
H -0.0850 1.6070 -1.9395
```

Computed properties:
Energy relative to the best compared isomer or geometry (same formula, charge and spin): 430.8 kJ/mol
Kohn-Sham gap: 0.331 Eh

Quick look at the natural (NBO) charges, all values in e:
1. C -0.64
2. C 0.17
3. C -0.47
4. C -0.23
5. C -0.25
6. C -0.41
7. C -0.33
8. H 0.22
9. H 0.22
10. H 0.22
11. H 0.21
12. H 0.21
13. H 0.22
14. H 0.22
15. H 0.19
16. H 0.21
17. H 0.24

Molecular formula: C5H16N3
Method: DFT, ωB97M-V/def2-TZVPD

Structure (XYZ):
```
24
Properties=species:S:1:pos:R:3
C -0.3571 1.9215 -0.1467
C -2.8049 -0.0979 -0.0209
C 2.1589 -0.2167 1.2933
C -0.5514 0.5467 -0.5904
C -1.2988 -0.4585 0.1828
N 2.4887 -0.0413 -1.1255
N 1.6935 -0.4231 -0.0572
N -0.9537 -1.8013 -0.2307
H -0.2808 2.0090 0.9356
H -1.2152 2.5217 -0.4689
H 0.5090 2.3660 -0.6340
H -3.4132 -0.8646 0.4504
H -3.0524 -0.0584 -1.0789
H -3.0339 0.8579 0.4390
H 3.0812 -0.7755 1.4920
H 2.3543 0.8428 1.4643
H 1.3928 -0.5622 1.9832
H -0.3635 0.3286 -1.6342
H -1.0866 -0.3675 1.2547
H 3.1134 -0.7651 -1.4733
H 3.0059 0.8073 -0.9173
H 1.2493 -1.3277 -0.2151
H -1.1686 -1.9519 -1.2097
H -1.4666 -2.4896 0.3075
```

Computed properties:
Energy relative to the best compared isomer or geometry (same formula, charge and spin): 356.7 kJ/mol
Charge: +1
Kohn-Sham gap: 0.278 Eh

Quick look at the natural (NBO) charges, all values in e:
1. C -0.74
2. C -0.60
3. C -0.44
4. C 0.33
5. C -0.18
6. N -0.67
7. N -0.37
8. N -0.84
9. H 0.25
10. H 0.29
11. H 0.27
12. H 0.25
13. H 0.22
14. H 0.23
15. H 0.22
16. H 0.21
17. H 0.22
18. H 0.21
19. H 0.23
20. H 0.37
21. H 0.37
22. H 0.42
23. H 0.37
24. H 0.39

Molecular formula: CHO6S
Method: DFT, ωB97M-V/def2-TZVPD

Structure (XYZ):
```
9
Properties=species:S:1:pos:R:3
C 0.5169 -0.4743 -0.2997
O -0.2578 2.1197 -1.0926
O 1.4314 -1.1768 -0.1915
O 0.7864 1.5336 1.0197
O 2.1265 1.4428 -1.0472
O -1.3498 -1.6126 0.5380
O -2.5798 -1.7770 -0.0298
S 0.8050 1.4330 -0.3982
H -1.4789 -1.4883 1.5014
```

Computed properties:
Energy relative to the best compared isomer or geometry (same formula, charge and spin): 653.3 kJ/mol
Charge: -1
Kohn-Sham gap (spin up / spin down): 0.198 / 0.352 Eh

Quick look at the natural (NBO) charges, all values in e:
1. C 0.31
2. O -0.96
3. O -0.51
4. O -0.98
5. O -0.97
6. O -0.35
7. O -0.32
8. S 2.32
9. H 0.46

Molecular formula: C41H57B3ClF3N6O9P
Method: DFT, ωB97M-V/def2-TZVPD

Structure (XYZ):
```
121
Properties=species:S:1:pos:R:3
C 1.6117 -5.0556 -2.8366
C 0.4400 -4.1156 -2.1841
O -0.0246 -3.0075 -3.0276
C 1.0539 -2.0884 -3.4141
C 0.7389 -0.4955 -3.1605
C 2.0765 0.3882 -3.6369
O 2.8156 -0.2069 -4.7506
C 2.3686 0.2542 -6.0681
F 1.1088 -0.4249 -6.5540
F 2.3045 1.7258 -6.2418
F 3.4263 -0.2127 -7.0431
O -0.3104 0.1707 -4.0028
B -1.6780 0.0019 -3.4148
C -2.6123 1.3226 -3.1459
C -4.2207 1.0369 -3.0140
C -4.6502 -0.0438 -1.8604
C -5.3322 -1.4360 -2.4512
N -6.5424 -1.8900 -1.6101
C -5.9370 -2.7185 -0.4691
C -7.2629 -2.9346 -2.4693
C -8.8712 -3.2954 -2.3268
O -6.5865 -3.6750 -3.3907
B -2.3833 -1.0159 -4.4995
O -2.7380 -2.4370 -4.2700
O -2.7133 -0.4313 -5.8471
O -1.3470 -0.4517 -2.0512
C 0.0583 -0.0640 -1.6939
B 0.4745 -0.9124 -0.3515
O 1.8278 -1.5634 -0.2426
C -0.5401 -1.1578 0.9282
C -1.3576 -2.5861 0.8771
P 0.4177 1.7600 -1.2315
O 2.1239 1.9592 -0.7751
Cl -0.6377 2.3713 0.5256
H 2.0086 -4.7114 -3.8814
H 2.5351 -5.0056 -2.0835
H 1.2348 -6.1704 -2.8006
H -0.5062 -4.8267 -2.0251
H 0.7836 -3.8087 -1.1027
H 1.2344 -2.2708 -4.5804
H 2.0912 -2.3071 -2.8650
H 2.8063 0.3344 -2.6930
H 1.7916 1.5153 -3.7531
H -2.2995 1.9243 -2.1754
H -2.4591 2.0541 -4.0587
H -4.7108 2.0760 -2.6876
H -4.7537 0.7749 -4.0476
H -3.7903 -0.3838 -1.1442
H -5.4821 0.4467 -1.1657
H -4.5597 -2.3416 -2.3692
H -5.6590 -1.2352 -3.5593
H -6.6930 -2.9228 0.4077
H -5.5876 -3.7497 -0.9474
H -4.9728 -2.2096 -0.0311
H -9.0067 -4.4480 -2.6024
H -9.2169 -3.0597 -1.2323
H -9.4520 -2.6649 -3.1537
H -2.5285 -2.9279 -5.1253
H -3.7090 -0.3177 -5.8246
H 1.6290 -2.3613 0.3570
H -1.3451 -0.3167 1.0664
H 0.1482 -1.1728 1.9027
H -1.2941 -3.1459 -0.1554
H -2.5142 -2.3364 1.0320
H -1.0661 -3.2948 1.7777
H 2.3011 1.4413 0.0695
N 5.3647 1.8915 -12.0366
C 4.9784 0.7366 -11.4514
C 4.4422 0.6607 -10.1760
C 4.2957 1.8395 -9.4524
C 4.6862 3.0445 -10.0273
C 5.2086 3.0196 -11.3104
H 5.1158 -0.1560 -12.0548
H 4.1465 -0.2943 -9.7567
H 3.8804 1.8194 -8.4490
H 4.5854 3.9803 -9.4893
H 5.5244 3.9345 -11.8038
N 3.4374 1.2600 2.6822
C 2.5063 1.8972 3.4254
C 2.8097 2.7910 4.4399
C 4.1494 3.0458 4.7137
C 5.1314 2.4034 3.9667
C 4.7294 1.5289 2.9700
H 1.4756 1.6627 3.1758
H 2.0207 3.2763 5.0032
H 4.4260 3.7394 5.5025
H 6.1842 2.5801 4.1558
H 5.4581 1.0058 2.3571
N -2.2767 -4.3619 3.5668
C -2.5888 -3.9418 4.8124
C -2.7477 -4.7919 5.8951
C -2.5808 -6.1573 5.6899
C -2.2609 -6.6208 4.4179
C -2.1191 -5.6929 3.3988
H -2.7119 -2.8682 4.9209
H -2.9961 -4.3989 6.8744
H -2.6986 -6.8546 6.5143
H -2.1247 -7.6789 4.2252
H -1.8664 -6.0047 2.3892
N 0.5647 2.4325 7.0676
C 0.1784 1.2777 7.6527
C -0.3578 1.2018 8.9282
C -0.5043 2.3805 9.6518
C -0.1138 3.5856 9.0769
C 0.4086 3.5607 7.7938
H 0.3158 0.3851 7.0493
H -0.6535 0.2468 9.3474
H -0.9196 2.3605 10.6552
H -0.2146 4.5214 9.6148
H 0.7244 4.4756 7.3004
N 4.6842 5.6538 6.4544
C 4.5481 6.9149 5.9893
C 4.3459 8.0185 6.8025
C 4.2745 7.8189 8.1771
C 4.4091 6.5314 8.6863
C 4.6122 5.4915 7.7934
H 4.6079 7.0186 4.9098
H 4.2460 9.0095 6.3745
H 4.1156 8.6596 8.8462
H 4.3577 6.3426 9.7526
H 4.7268 4.4689 8.1420
```

Computed properties:
Charge: -1
Kohn-Sham gap: 0.212 Eh

Here are the Mulliken charges for atoms 1 to 99, given in e:
1. C -0.98
2. C 0.17
3. O 0.00
4. C -1.16
5. C 1.48
6. C -1.03
7. O -0.36
8. C 0.90
9. F -0.22
10. F -0.26
11. F -0.31
12. O -0.72
13. B 0.12
14. C -0.32
15. C -0.71
16. C 0.10
17. C -0.34
18. N -0.22
19. C -0.60
20. C 0.52
21. C -0.90
22. O -0.52
23. B 0.31
24. O -0.65
25. O -0.67
26. O 1.40
27. C 0.33
28. B -0.77
29. O -0.63
30. C -0.35
31. C -0.04
32. P -0.02
33. O -0.50
34. Cl -0.31
35. H 0.22
36. H 0.29
37. H 0.27
38. H 0.26
39. H -0.12
40. H 0.16
41. H 0.33
42. H 0.23
43. H 0.43
44. H 0.03
45. H -0.04
46. H 0.34
47. H 0.20
48. H -0.30
49. H 0.43
50. H 0.28
51. H 0.27
52. H 0.25
53. H 0.33
54. H 0.08
55. H 0.27
56. H 0.27
57. H 0.24
58. H 0.19
59. H 0.27
60. H 0.29
61. H 0.24
62. H 0.09
63. H 0.03
64. H -0.05
65. H 0.16
66. H 0.33
67. N -0.58
68. C -0.30
69. C -0.28
70. C 0.10
71. C -0.53
72. C -0.20
73. H 0.34
74. H 0.39
75. H 0.32
76. H 0.36
77. H 0.34
78. N -0.31
79. C -0.23
80. C -0.65
81. C 0.37
82. C -0.65
83. C -0.37
84. H 0.46
85. H 0.29
86. H 0.51
87. H 0.38
88. H 0.35
89. N -0.19
90. C -0.21
91. C -0.56
92. C -0.11
93. C -0.66
94. C -0.09
95. H 0.39
96. H 0.35
97. H 0.35
98. H 0.35
99. H 0.37

Molecular formula: C2H10NO
Method: DFT, ωB97M-V/def2-TZVPD

Structure (XYZ):
```
14
Properties=species:S:1:pos:R:3
O -0.3647 1.0135 -2.5393
H -0.5434 0.8620 -3.4808
H -0.1892 -0.1862 -0.7963
H -0.6625 1.9194 -2.3826
C -0.5188 -0.9505 1.9440
C 0.7165 -0.5921 1.1147
N 0.2909 0.2777 -0.0255
H -1.2636 -0.1632 1.8792
H -0.8866 -1.9174 1.5979
H -0.2784 -1.1609 2.9849
H 1.4607 -0.0382 1.6467
H 1.1910 -1.4921 0.7344
H -0.2391 1.0512 0.3595
H 1.0857 0.7094 -0.5043
```

Computed properties:
Energy relative to the best compared isomer or geometry (same formula, charge and spin): 26.6 kJ/mol
Charge: +1
Kohn-Sham gap: 0.472 Eh

Quick look at the natural (NBO) charges, all values in e:
1. O -0.99
2. H 0.51
3. H 0.47
4. H 0.49
5. C -0.64
6. C -0.22
7. N -0.67
8. H 0.21
9. H 0.24
10. H 0.26
11. H 0.22
12. H 0.23
13. H 0.43
14. H 0.45

Molecular formula: C4H4SSe
Method: DFT, ωB97M-V/def2-TZVPD

Structure (XYZ):
```
10
Properties=species:S:1:pos:R:3
Se -0.8117 1.6536 -1.8565
C -0.0882 0.3133 -0.7437
C 0.4825 0.6317 1.0199
C 0.9094 -0.5123 1.5188
S 1.1459 -1.8096 0.3217
C 0.2830 -0.9175 -1.0402
H -0.4727 2.8142 -0.8770
H 0.4651 1.6479 1.3070
H 1.1610 -0.6340 2.6233
H 0.2740 -1.3937 -2.0585
```

Computed properties:
Energy relative to the best compared isomer or geometry (same formula, charge and spin): 168.7 kJ/mol
Kohn-Sham gap: 0.322 Eh

Quick look at the natural (NBO) charges, all values in e:
1. Se 0.14
2. C -0.25
3. C -0.18
4. C -0.41
5. S 0.30
6. C -0.42
7. H 0.09
8. H 0.22
9. H 0.26
10. H 0.25

no.,molar mass (g mol⁻¹),energy (eV)
1,1041.94,-153635.995
2,94.16,-7416.570
3,118.20,-9906.020
4,141.08,-24169.177
5,933.80,-102797.591
6,64.11,-5767.407
7,163.10,-80391.357